No. 1
This record from the Open Molecules 2025 dataset describes a 2-piece molecular cluster, C2H9N2OP3 overall at a distorted geometry. The level of theory is wB97M-V/def2-TZVPD.

For the calculated total energy, the calculation gives -1290.33019 a.u. As for the lowest unoccupied orbital energy: 0.21 eV. As for the energy above the lowest of the compared OMol25 structures with the same formula, charge and spin: 2.812 eV. Its orbital gap is 7.840 eV.

Element x y z (Å)
C1 0.38 1.02 -0.73
C2 2.16 -0.32 0.26
N1 -1.40 -2.62 0.37
N2 1.72 0.78 -0.52
O1 -0.52 0.17 -0.59
P1 0.07 2.54 -1.76
P2 -3.30 -0.82 1.89
P3 -1.37 -1.21 1.37
H1 3.08 -0.54 -0.11
H2 2.40 0.02 1.39
H3 1.26 -1.02 0.32
H4 -0.45 -2.86 0.06
H5 -1.84 -2.50 -0.52
H6 2.48 1.39 -0.72
H7 -0.37 3.38 -0.76
H8 -1.37 2.13 -2.11
H9 -2.93 0.46 2.17

---

No. 2
This record from the Open Molecules 2025 dataset describes a 2-piece molecular cluster, C2H6N3 overall at a distorted geometry. The level of theory is wB97M-V/def2-TZVPD.

For the calculated total energy, the calculation gives -243.71444 a.u. As for the lowest unoccupied orbital energy: -4.72 eV. Its total charge is +1. As for the energy above the lowest of the compared OMol25 structures with the same formula, charge and spin: 3.279 eV. Its orbital gap is 10.099 eV.

Element x y z (Å)
C1 -1.14 0.27 0.13
C2 0.98 0.15 0.57
N1 -1.96 1.12 0.41
N2 -1.21 -0.87 -0.53
N3 1.90 -0.04 -0.28
H1 1.36 0.52 1.47
H2 -1.72 2.00 0.86
H3 -0.76 -1.73 -0.37
H4 -2.18 -1.13 -0.82
H5 2.94 0.12 -0.18
H6 1.79 -0.40 -1.27

---

No. 3
This record from the Open Molecules 2025 dataset describes a 11-piece molecular cluster, C75H177N3O35P8 overall at a distorted geometry. The level of theory is wB97M-V/def2-TZVPD.

For the calculated total energy, the calculation gives -8492.84321 a.u. As for the lowest unoccupied orbital energy: 0.48 eV. Its orbital gap is 8.551 eV.

Element x y z (Å)
C1 -14.82 -18.43 33.42
C2 -13.95 -17.36 33.99
C3 -12.74 -18.06 34.57
C4 -13.43 -16.49 32.73
C5 -12.89 -15.11 33.13
C6 -13.74 -14.33 34.11
C7 -14.08 -15.15 35.45
C8 -12.81 -15.25 36.35
C9 -15.18 -14.30 36.07
N1 -14.57 -16.49 35.03
O1 -15.03 -17.19 36.20
H1 -15.67 -17.99 32.91
H2 -14.32 -19.14 32.76
H3 -15.12 -19.11 34.22
H4 -11.86 -17.43 34.71
H5 -12.85 -18.54 35.54
H6 -12.41 -18.86 33.90
H7 -12.61 -16.96 32.19
H8 -14.24 -16.37 32.01
H9 -11.91 -15.29 33.57
H10 -12.77 -14.50 32.24
H11 -14.63 -13.90 33.67
H12 -13.11 -13.46 34.27
H13 -13.00 -16.03 37.09
H14 -12.54 -14.36 36.92
H15 -11.92 -15.62 35.85
H16 -15.52 -14.79 36.99
H17 -16.07 -14.19 35.46
H18 -14.83 -13.31 36.33
H19 -15.99 -17.26 36.10
C10 -5.20 -25.04 32.63
C11 -5.82 -23.65 33.12
C12 -5.98 -23.74 34.63
C13 -4.73 -22.62 32.87
C14 -5.20 -21.18 32.93
C15 -6.39 -20.94 31.96
C16 -7.56 -21.85 32.26
C17 -8.39 -21.49 33.53
C18 -8.38 -21.97 30.93
N2 -7.06 -23.30 32.33
O2 -8.01 -24.23 32.31
H20 -5.77 -25.86 33.08
H21 -5.38 -25.26 31.58
H22 -4.16 -25.22 32.92
H23 -6.71 -24.50 34.88
H24 -5.05 -24.01 35.12
H25 -6.32 -22.76 34.98
H26 -3.93 -22.80 33.59
H27 -4.31 -22.79 31.88
H28 -5.38 -20.89 33.97
H29 -4.38 -20.54 32.58
H30 -6.01 -21.04 30.95
H31 -6.60 -19.87 31.97
H32 -8.36 -22.36 34.19
H33 -9.40 -21.06 33.49
H34 -7.76 -20.75 34.03
H35 -8.57 -21.00 30.46
H36 -9.35 -22.37 31.23
H37 -7.96 -22.59 30.14
H38 -8.32 -24.14 33.21
C19 -11.95 -23.58 33.11
C20 -12.30 -24.96 33.74
C21 -11.90 -25.00 35.23
C22 -13.82 -25.02 33.65
C23 -14.39 -26.44 33.68
C24 -13.69 -27.21 32.54
C25 -12.16 -27.30 32.71
C26 -11.68 -28.34 33.80
C27 -11.67 -27.92 31.38
N3 -11.61 -25.92 32.81
O3 -10.24 -25.84 32.73
H39 -12.27 -23.48 32.08
H40 -12.48 -22.84 33.70
H41 -10.89 -23.38 33.24
H42 -10.81 -25.07 35.26
H43 -12.24 -24.09 35.71
H44 -12.24 -25.92 35.71
H45 -14.23 -24.67 34.59
H46 -14.30 -24.54 32.80
H47 -14.17 -26.79 34.68
H48 -15.46 -26.47 33.45
H49 -13.85 -26.66 31.62
H50 -14.16 -28.18 32.40
H51 -12.01 -28.05 34.80
H52 -10.59 -28.25 33.78
H53 -12.10 -29.31 33.52
H54 -11.76 -27.28 30.51
H55 -12.22 -28.83 31.12
H56 -10.64 -28.26 31.32
H57 -10.18 -25.32 31.93
C28 -10.28 -12.68 31.98
C29 -8.98 -13.32 31.59
O4 -8.55 -12.68 30.44
P1 -7.25 -13.28 29.68
O5 -6.78 -14.55 30.30
O6 -7.81 -13.40 28.10
C30 -8.54 -14.50 27.69
C31 -8.89 -14.47 26.25
O7 -6.20 -12.04 29.59
C32 -5.16 -12.05 28.65
C33 -4.17 -13.24 28.62
H58 -10.33 -11.63 32.27
H59 -11.07 -12.91 31.26
H60 -10.60 -13.19 32.89
H61 -8.30 -13.35 32.44
H62 -9.21 -14.32 31.22
H63 -7.99 -15.43 27.85
H64 -9.47 -14.43 28.25
H65 -9.36 -13.54 25.92
H66 -8.03 -14.74 25.64
H67 -9.61 -15.27 26.03
H68 -5.55 -11.85 27.65
H69 -4.61 -11.12 28.83
H70 -3.61 -13.47 29.53
H71 -4.67 -14.18 28.39
H72 -3.39 -12.99 27.89
C34 -9.19 -13.56 35.45
C35 -9.29 -12.82 36.75
O8 -10.44 -13.26 37.45
P2 -10.69 -12.65 38.95
O9 -9.79 -13.17 40.02
O10 -10.51 -11.05 38.69
C36 -9.72 -10.27 39.61
C37 -8.98 -9.30 38.72
O11 -12.30 -12.69 39.21
C38 -12.88 -13.81 39.92
C39 -14.33 -13.55 40.34
H73 -8.78 -12.82 34.77
H74 -8.45 -14.35 35.58
H75 -10.13 -13.81 34.96
H76 -8.37 -12.94 37.33
H77 -9.37 -11.74 36.58
H78 -10.30 -9.71 40.34
H79 -8.95 -10.89 40.08
H80 -9.49 -8.36 38.50
H81 -7.99 -8.98 39.04
H82 -8.74 -9.82 37.80
H83 -12.80 -14.71 39.30
H84 -12.34 -13.99 40.84
H85 -14.72 -14.37 40.93
H86 -14.41 -12.58 40.83
H87 -14.91 -13.46 39.42
C40 -9.21 -21.63 20.91
C41 -9.10 -20.44 19.88
O12 -7.83 -19.90 20.03
P3 -7.62 -18.48 20.74
O13 -8.69 -17.48 20.36
O14 -7.57 -18.76 22.33
C42 -7.50 -17.67 23.22
C43 -8.93 -17.07 23.42
O15 -6.10 -18.01 20.28
C44 -5.62 -18.15 18.91
C45 -4.11 -18.58 18.96
H88 -8.46 -22.40 20.72
H89 -9.24 -21.30 21.95
H90 -10.16 -22.11 20.70
H91 -9.25 -20.80 18.87
H92 -9.85 -19.66 20.05
H93 -7.10 -18.01 24.17
H94 -6.77 -16.90 22.99
H95 -8.77 -16.27 24.14
H96 -9.31 -16.66 22.48
H97 -9.58 -17.83 23.84
H98 -6.23 -18.79 18.26
H99 -5.68 -17.15 18.50
H100 -3.64 -17.66 19.31
H101 -3.80 -19.35 19.66
H102 -3.69 -18.81 17.98
C46 -12.07 -22.00 23.46
C47 -11.33 -21.71 24.75
O16 -10.85 -22.93 25.36
P4 -10.36 -22.94 26.93
O17 -11.29 -22.28 27.88
O18 -8.96 -22.21 26.92
C48 -7.89 -22.74 26.09
C49 -6.69 -22.15 26.84
O19 -10.04 -24.48 27.28
C50 -9.85 -24.95 28.59
C51 -8.30 -25.19 28.76
H103 -12.71 -21.22 23.04
H104 -11.30 -22.25 22.74
H105 -12.76 -22.82 23.70
H106 -10.50 -21.02 24.63
H107 -12.04 -21.28 25.47
H108 -7.93 -23.83 26.06
H109 -7.86 -22.25 25.12
H110 -5.76 -22.68 26.59
H111 -6.45 -21.11 26.61
H112 -6.92 -22.16 27.90
H113 -10.20 -24.24 29.34
H114 -10.44 -25.86 28.65
H115 -7.71 -24.28 28.75
H116 -8.12 -25.67 29.72
H117 -7.95 -25.69 27.86
C52 -12.06 -20.88 31.30
C53 -11.60 -19.44 30.84
O20 -10.21 -19.38 31.11
P5 -9.36 -18.07 30.56
O21 -10.21 -16.84 30.34
O22 -8.05 -17.87 31.60
C54 -8.11 -16.94 32.69
C55 -7.53 -17.46 33.98
O23 -8.69 -18.69 29.28
C56 -9.37 -19.04 28.15
C57 -8.53 -18.69 26.97
H118 -13.12 -21.01 31.51
H119 -11.82 -21.58 30.50
H120 -11.48 -21.15 32.18
H121 -12.02 -19.34 29.84
H122 -12.23 -18.78 31.42
H123 -7.53 -16.02 32.58
H124 -9.13 -16.62 32.90
H125 -8.26 -18.20 34.33
H126 -6.57 -17.96 33.92
H127 -7.45 -16.66 34.72
H128 -9.41 -20.13 28.13
H129 -10.39 -18.65 28.15
H130 -8.40 -17.61 26.87
H131 -7.54 -19.07 27.22
H132 -9.00 -19.12 26.09
C58 -13.21 -13.98 29.22
C59 -13.10 -15.53 29.26
O24 -14.41 -15.98 29.28
P6 -14.90 -17.13 28.28
O25 -14.45 -16.94 26.85
O26 -14.60 -18.54 29.04
C60 -15.10 -19.76 28.58
C61 -14.37 -20.17 27.29
O27 -16.58 -17.07 28.35
C62 -17.36 -16.72 27.23
C63 -17.26 -15.22 27.21
H133 -13.45 -13.55 28.24
H134 -14.10 -13.70 29.78
H135 -12.25 -13.56 29.51
H136 -12.64 -15.88 28.34
H137 -12.58 -16.05 30.07
H138 -14.89 -20.47 29.38
H139 -16.18 -19.66 28.43
H140 -13.45 -20.69 27.57
H141 -15.03 -20.81 26.72
H142 -14.00 -19.34 26.69
H143 -17.02 -17.23 26.33
H144 -18.36 -17.05 27.47
H145 -18.12 -14.81 26.68
H146 -17.36 -14.74 28.19
H147 -16.33 -14.87 26.77
C64 -5.24 -17.44 28.91
C65 -4.76 -17.46 27.40
O28 -3.38 -17.23 27.54
P7 -2.32 -18.47 27.15
O29 -0.86 -18.14 27.22
O30 -2.69 -19.74 28.00
C66 -2.38 -19.70 29.35
C67 -3.12 -20.89 30.00
O31 -2.76 -18.91 25.65
C68 -2.48 -17.98 24.59
C69 -3.61 -18.05 23.56
H148 -4.80 -18.15 29.62
H149 -5.19 -16.46 29.37
H150 -6.29 -17.72 29.02
H151 -5.05 -18.36 26.84
H152 -5.12 -16.58 26.88
H153 -1.30 -19.82 29.46
H154 -2.67 -18.78 29.85
H155 -2.88 -21.89 29.63
H156 -3.03 -20.76 31.08
H157 -4.19 -20.77 29.85
H158 -2.48 -16.91 24.79
H159 -1.47 -18.16 24.24
H160 -3.49 -19.09 23.27
H161 -4.59 -17.76 23.94
H162 -3.40 -17.41 22.71
C70 -10.13 -17.72 37.61
C71 -9.83 -16.71 38.66
O32 -11.04 -16.33 39.31
P8 -11.57 -17.09 40.63
O33 -10.94 -18.39 40.79
O34 -13.26 -17.10 40.51
C72 -13.95 -17.94 39.57
C73 -15.32 -17.24 39.39
O35 -11.22 -16.02 41.81
C74 -11.46 -16.37 43.19
C75 -12.87 -15.77 43.54
H163 -11.08 -17.36 37.21
H164 -9.31 -17.76 36.90
H165 -10.30 -18.64 38.16
H166 -9.05 -17.01 39.36
H167 -9.57 -15.72 38.27
H168 -13.48 -17.93 38.59
H169 -14.10 -18.99 39.78
H170 -15.25 -16.21 39.04
H171 -15.88 -17.76 38.62
H172 -15.82 -17.30 40.36
H173 -11.28 -17.43 43.37
H174 -10.72 -15.88 43.82
H175 -13.10 -16.03 44.58
H176 -13.02 -14.70 43.41
H177 -13.69 -16.15 42.94

---

No. 4
This record from the Open Molecules 2025 dataset describes an isolated ion of composition C10H23IN3 and charge +1 at a distorted geometry. The level of theory is wB97M-V/def2-TZVPD.

For the calculated total energy, the calculation gives -856.46373 a.u. As for the lowest unoccupied orbital energy: -2.68 eV. Its total charge is +1. Its orbital gap is 9.946 eV.

Element x y z (Å)
C1 -0.94 -2.50 -1.61
C2 -1.28 -1.11 -1.19
C3 -0.11 -0.08 -1.12
C4 -0.50 1.30 -1.37
C5 -0.76 2.10 -0.11
C6 -1.72 3.19 -0.41
C7 -1.29 1.16 0.97
C8 -0.12 0.24 1.40
C9 -0.52 -0.99 2.22
N1 0.61 -0.26 0.13
N2 1.91 0.24 -0.01
C10 2.96 -0.58 0.56
N3 2.61 -1.97 0.43
I1 4.85 0.29 -0.10
H1 -0.44 -2.41 -2.57
H2 -1.81 -3.21 -1.60
H3 -0.17 -3.04 -0.95
H4 -1.85 -1.11 -0.27
H5 -2.06 -0.71 -2.03
H6 0.60 -0.59 -1.82
H7 -1.36 1.39 -1.88
H8 0.31 1.87 -1.94
H9 0.21 2.58 0.30
H10 -2.64 2.77 -0.54
H11 -1.41 3.65 -1.30
H12 -1.83 3.90 0.30
H13 -1.51 1.74 1.84
H14 -2.05 0.47 0.61
H15 0.67 0.86 1.91
H16 -1.16 -1.75 1.58
H17 -0.93 -0.69 3.15
H18 0.40 -1.58 2.51
H19 0.64 -1.20 0.47
H20 1.95 1.22 0.26
H21 3.12 -0.34 1.65
H22 2.45 -2.35 -0.49
H23 3.17 -2.50 1.03

---

No. 5
This record from the Open Molecules 2025 dataset describes one molecule with the formula C4H7NO2. The level of theory is wB97M-V/def2-TZVPD.

For the calculated total energy, the calculation gives -361.74860 a.u. As for the lowest unoccupied orbital energy: 0.87 eV. As for the energy above the lowest of the compared OMol25 structures with the same formula, charge and spin: 3.599 eV. Its orbital gap is 10.596 eV.

Element x y z (Å)
C1 -0.73 -1.49 0.28
C2 0.02 -0.22 -0.04
C3 0.53 -0.11 -1.45
O1 0.67 -1.08 -2.15
C4 0.91 0.52 0.92
N1 -0.44 0.96 0.69
O2 -0.48 2.15 -0.08
H1 -1.67 -1.49 -0.28
H2 -0.16 -2.37 -0.02
H3 -0.97 -1.54 1.34
H4 0.81 0.90 -1.79
H5 1.68 1.13 0.46
H6 1.14 0.12 1.91
H7 -1.31 2.54 0.21